(1)
A structure of composition C27H39As3Cl2CsI2N4O2S2 at a distorted geometry, computed with wB97M-V/def2-TZVPD.

Geometry as ORCA input:
```
! RIJCOSX wB97M-V def2-TZVPD def2/J DEFGRID3
* xyz -1 1
Cs 1.05 -2.71 0.19
N -1.79 1.21 7.72
C -1.21 0.58 6.60
C -1.66 0.88 5.31
C -1.12 0.23 4.22
C -0.12 -0.72 4.39
C 0.33 -1.01 5.66
C -0.21 -0.37 6.76
S 0.57 -1.51 2.95
O 1.31 -2.66 3.44
O -0.59 -1.79 2.11
N 1.44 -0.46 2.16
C 2.53 0.14 2.70
N 3.21 0.94 1.84
C 4.27 1.56 2.32
C 4.70 1.44 3.63
C 3.94 0.61 4.43
N 2.87 -0.04 3.99
H -2.18 2.12 7.52
H -1.18 1.25 8.52
H -2.45 1.61 5.17
H -1.48 0.46 3.23
H 1.12 -1.74 5.78
H 0.14 -0.62 7.76
H 4.81 2.19 1.62
H 5.57 1.95 4.01
H 4.19 0.45 5.48
C -3.67 -2.33 -0.33
As -1.96 -1.81 -1.14
C -2.23 -2.68 -2.88
C -2.40 0.01 -1.78
C -2.11 1.16 -0.80
C -3.08 1.09 0.38
C -0.69 1.07 -0.20
As 0.98 0.73 -1.25
C 0.58 0.99 -3.17
C 1.82 2.48 -0.98
C -2.24 2.52 -1.50
As -3.75 3.12 -2.64
C -5.34 2.15 -1.99
C -3.43 2.04 -4.26
H -3.73 -1.95 0.69
H -3.71 -3.42 -0.29
H -4.51 -1.96 -0.92
H -3.17 -2.37 -3.34
H -2.23 -3.76 -2.76
H -1.40 -2.42 -3.54
H -3.45 0.01 -2.07
H -1.82 0.14 -2.69
H -2.92 0.18 0.96
H -4.12 1.11 0.07
H -2.91 1.94 1.06
H -0.66 0.26 0.53
H -0.49 1.99 0.35
H 0.03 1.90 -3.42
H 0.09 0.11 -3.58
H 1.56 1.05 -3.65
H 1.19 3.30 -1.33
H 2.77 2.49 -1.52
H 2.03 2.58 0.09
H -1.38 2.67 -2.16
H -2.15 3.30 -0.73
H -5.61 2.53 -1.01
H -5.22 1.07 -1.95
H -6.15 2.39 -2.68
H -2.43 2.26 -4.63
H -4.15 2.34 -5.01
H -3.51 0.96 -4.09
Cl 3.98 -2.10 -0.80
C 4.30 -1.87 -2.50
C 5.58 -1.50 -2.84
C 5.90 -1.28 -4.17
C 4.93 -1.43 -5.14
C 3.65 -1.81 -4.77
Cl 2.48 -1.97 -6.05
C 3.27 -2.05 -3.44
S 1.63 -2.49 -3.02
H 6.32 -1.39 -2.05
H 6.91 -1.00 -4.45
H 5.15 -1.26 -6.18
I 1.73 -5.17 -2.44
I 1.63 -7.91 -1.55
*
```

The molar mass comes out at 1198.15 g/mol. For the lowest unoccupied orbital energy, the calculation gives 1.8 eV. As for the total energy: -284671.448 eV. The energy above the lowest of the compared OMol25 structures with the same formula, charge and spin is 45.6 kJ/mol. The value obtained for the largest force on an atom is 1.9 eV Å⁻¹.


(2)
A structure of composition C27H39AsCl3CoN2O2P2, computed with wB97M-V/def2-TZVPD.

Geometry as ORCA input:
```
! RIJCOSX wB97M-V def2-TZVPD def2/J DEFGRID3
* xyz 2 5
Co 0.65 -0.98 0.03
Cl 6.21 -0.45 4.81
C 4.73 -0.61 3.99
C 4.74 -0.84 2.60
C 3.56 -0.96 1.94
Cl 3.51 -1.24 0.25
C 2.29 -0.88 2.62
O 1.19 -0.99 2.03
C 2.34 -0.66 4.05
Cl 0.86 -0.55 4.88
C 3.53 -0.53 4.71
H 5.69 -0.90 2.08
H 3.56 -0.35 5.78
C -2.73 -1.80 -0.99
P -1.74 -0.59 -0.08
C -1.87 0.90 -1.14
N -3.07 1.21 -1.57
C -3.21 2.28 -2.38
C -4.49 2.66 -2.84
C -4.61 3.74 -3.66
C -3.47 4.49 -4.05
C -2.23 4.15 -3.63
C -2.07 3.03 -2.78
N -0.84 2.67 -2.36
C -0.72 1.64 -1.55
P 0.99 1.17 -1.08
C 1.81 1.00 -2.68
C 1.73 2.67 -0.25
C 3.03 2.24 0.43
C 2.02 3.77 -1.27
C 0.75 3.18 0.81
C -2.63 -0.25 1.51
C -1.97 0.97 2.15
C -4.13 -0.01 1.31
C -2.40 -1.47 2.40
H -3.70 -1.39 -1.26
H -2.86 -2.69 -0.38
H -2.20 -2.08 -1.90
H -5.34 2.06 -2.53
H -5.59 4.04 -4.02
H -3.61 5.35 -4.70
H -1.34 4.71 -3.92
H 2.89 0.88 -2.54
H 1.63 1.88 -3.31
H 1.43 0.12 -3.19
H 3.75 1.80 -0.27
H 2.85 1.52 1.23
H 3.50 3.12 0.87
H 2.78 3.47 -1.99
H 2.40 4.65 -0.73
H 1.12 4.07 -1.81
H 0.51 2.40 1.54
H -0.17 3.54 0.37
H 1.22 4.01 1.35
H -2.09 1.87 1.55
H -0.91 0.80 2.34
H -2.45 1.17 3.12
H -4.32 0.85 0.67
H -4.58 0.17 2.28
H -4.62 -0.88 0.87
H -1.34 -1.66 2.57
H -2.86 -2.37 1.99
H -2.87 -1.29 3.37
C 2.34 -4.71 0.80
As 1.08 -4.35 -0.60
C 1.70 -5.10 -2.24
C -0.61 -5.12 -0.13
O 0.86 -2.70 -0.82
H 2.42 -5.79 0.93
H 2.00 -4.26 1.72
H 3.31 -4.31 0.52
H 1.79 -6.18 -2.15
H 2.67 -4.66 -2.49
H 0.99 -4.86 -3.03
H -0.51 -6.20 0.01
H -1.32 -4.92 -0.93
H -0.97 -4.67 0.80
*
```

The molar mass comes out at 725.78 g/mol. For the lowest unoccupied orbital energy (spin up / spin down), the calculation gives -5.4 / -8.3 eV. As for the total energy: -190305.846 eV. The energy above the lowest of the compared OMol25 structures with the same formula, charge and spin is 0.0 kJ/mol. The value obtained for the largest force on an atom is 0.4 eV Å⁻¹.


(3)
A structure of composition C27H39BCl3GeN8O4S3Ti at a distorted geometry, computed with wB97M-V/def2-TZVPD.

Geometry as ORCA input:
```
! RIJCOSX wB97M-V def2-TZVPD def2/J DEFGRID3
* xyz 0 2
Ti 1.06 -0.99 -0.38
C 0.10 6.01 0.87
C 0.50 4.58 1.25
C 0.81 4.56 2.75
C 1.71 4.18 0.41
N -0.64 3.67 0.96
C -1.87 4.11 0.48
C -2.68 3.03 0.42
N -1.97 1.93 0.84
B -2.66 0.56 0.88
N -2.68 -0.20 -0.48
C -3.70 -1.08 -0.75
C -3.51 -1.57 -1.99
N -2.37 -0.98 -2.50
C -1.87 -0.15 -1.55
S -0.36 0.72 -1.55
C -2.00 -1.23 -3.94
C -0.73 -0.53 -4.39
C -3.16 -0.70 -4.79
C -1.83 -2.74 -4.10
N -2.12 -0.26 2.08
C -2.52 0.16 3.33
C -1.99 -0.68 4.24
N -1.24 -1.62 3.56
C -1.34 -1.34 2.23
S -0.62 -2.26 0.96
C -0.62 -2.76 4.32
C -1.78 -3.64 4.80
C 0.16 -2.17 5.49
C 0.35 -3.62 3.51
C -0.71 2.32 1.17
S 0.55 1.31 1.71
H 0.96 6.65 1.07
H -0.74 6.38 1.46
H -0.13 6.10 -0.19
H 1.62 5.26 2.94
H 1.11 3.57 3.08
H -0.06 4.88 3.32
H 2.48 4.96 0.50
H 1.43 4.09 -0.64
H 2.12 3.24 0.75
H -2.06 5.13 0.24
H -3.70 2.95 0.12
H -3.82 0.77 1.11
H -4.47 -1.29 -0.02
H -4.09 -2.27 -2.55
H -0.81 0.55 -4.35
H -0.59 -0.83 -5.43
H 0.14 -0.83 -3.82
H -3.27 0.37 -4.66
H -4.11 -1.18 -4.54
H -2.95 -0.90 -5.84
H -1.09 -3.11 -3.39
H -1.48 -2.95 -5.11
H -2.76 -3.28 -3.96
H -3.15 1.02 3.45
H -2.08 -0.69 5.31
H -2.45 -3.10 5.47
H -1.38 -4.50 5.34
H -2.36 -4.00 3.95
H -0.45 -1.59 6.17
H 0.97 -1.54 5.12
H 0.60 -2.99 6.06
H -0.14 -4.19 2.72
H 0.78 -4.33 4.22
H 1.16 -3.04 3.07
C 3.85 1.71 -1.30
C 3.66 0.41 -1.98
N 2.64 -0.42 -1.77
C 2.79 -1.47 -2.64
C 3.91 -1.28 -3.39
N 4.44 -0.09 -2.95
C 4.59 -2.02 -4.49
O 4.00 -3.13 -4.90
O 5.61 -1.57 -4.96
C 1.73 -2.52 -2.67
O 1.82 -3.47 -3.44
O 0.76 -2.28 -1.85
H 3.09 1.80 -0.52
H 3.71 2.53 -2.00
H 4.83 1.78 -0.84
H 5.29 0.31 -3.32
H 3.15 -3.31 -4.41
Cl 5.31 -0.38 1.01
Ge 3.16 -0.59 1.55
Cl 2.74 -2.74 0.47
Cl 3.41 -1.24 3.61
*
```

The molar mass comes out at 873.51 g/mol. For the lowest unoccupied orbital energy (spin up / spin down), the calculation gives -0.4 / 0.0 eV. As for the total energy: -199136.870 eV. The energy above the lowest of the compared OMol25 structures with the same formula, charge and spin is 41.1 kJ/mol. The value obtained for the largest force on an atom is 1.4 eV Å⁻¹.


(4)
The ion C27H39F2OSi with charge +1 at a distorted geometry, computed with wB97M-V/def2-TZVPD.

Geometry as ORCA input:
```
! RIJCOSX wB97M-V def2-TZVPD def2/J DEFGRID3
* xyz 1 1
C 3.90 0.53 -2.37
C 3.47 1.91 -1.86
C 4.41 2.42 -0.76
Si 1.60 1.96 -1.46
C 1.30 3.54 -0.42
C 0.28 3.28 0.69
C 0.91 4.81 -1.21
C 0.73 2.21 -3.14
C -0.15 1.01 -3.49
C 1.62 2.60 -4.34
O 0.93 0.53 -0.64
C 1.11 -0.10 0.49
C 0.50 -1.46 0.82
C 1.70 -2.29 1.27
H 4.95 0.57 -2.69
H 3.82 -0.23 -1.57
H 3.31 0.19 -3.23
H 3.56 2.61 -2.71
H 5.45 2.31 -1.10
H 4.24 3.49 -0.56
H 4.29 1.86 0.17
H 2.28 3.73 0.05
H 0.15 4.20 1.29
H -0.70 3.00 0.28
H 0.62 2.49 1.37
H 0.92 5.67 -0.52
H 1.60 5.03 -2.03
H -0.10 4.73 -1.62
H 0.06 3.07 -2.95
H -0.67 1.19 -4.44
H 0.45 0.10 -3.60
H -0.92 0.84 -2.72
H 0.98 2.81 -5.21
H 2.21 3.50 -4.15
H 2.30 1.78 -4.62
H 1.97 0.20 1.06
H 0.13 -1.92 -0.12
H 2.13 -2.78 0.39
H 2.47 -1.62 1.66
H 1.44 -3.06 2.01
C -4.61 0.52 -2.07
C -3.68 0.06 -1.01
C -3.42 -1.30 -0.86
F -4.10 -2.18 -1.66
C -2.50 -1.78 0.04
C -1.85 -0.88 0.88
C -0.67 -1.34 1.75
C -1.01 -2.55 2.67
C -2.22 -3.24 2.61
C -2.43 -4.35 3.41
F -3.63 -5.01 3.28
C -1.55 -4.77 4.40
C -1.86 -5.96 5.23
C -0.42 -3.94 4.58
C -0.15 -2.88 3.73
C -2.13 0.49 0.80
C -3.03 0.95 -0.14
H -4.59 1.61 -2.12
H -4.32 0.11 -3.05
H -5.64 0.20 -1.87
H -2.32 -2.86 0.11
H -0.53 -0.51 2.43
H -3.03 -2.94 1.94
H -1.12 -6.04 6.03
H -2.85 -5.92 5.69
H -1.81 -6.89 4.63
H 0.25 -4.20 5.40
H 0.77 -2.30 3.91
H -1.62 1.17 1.49
H -3.22 2.03 -0.23
*
```

The molar mass comes out at 445.69 g/mol. For the lowest unoccupied orbital energy, the calculation gives -5.1 eV. As for the total energy: -43985.916 eV. The energy above the lowest of the compared OMol25 structures with the same formula, charge and spin is 94.3 kJ/mol. The value obtained for the largest force on an atom is 3.7 eV Å⁻¹.


(5)
A structure of composition C27H40N3O3S4Ti at a distorted geometry, computed with wB97M-V/def2-TZVPD.

Geometry as ORCA input:
```
! RIJCOSX wB97M-V def2-TZVPD def2/J DEFGRID3
* xyz 1 3
Ti -1.29 0.44 0.06
C -4.58 -0.55 -1.54
C -3.72 -0.17 -2.74
S -2.27 0.89 -2.42
C -2.98 2.56 -2.33
C -3.79 2.90 -1.09
S -2.74 2.71 0.39
C -3.93 2.31 1.69
C -3.19 1.66 2.85
S -2.43 0.04 2.55
C -3.85 -1.09 2.49
C -4.65 -1.15 1.19
S -3.56 -1.32 -0.25
H -5.34 -1.25 -1.88
H -5.08 0.31 -1.12
H -4.33 0.31 -3.50
H -3.30 -1.07 -3.20
H -3.59 2.73 -3.23
H -2.12 3.21 -2.41
H -4.67 2.27 -1.00
H -4.12 3.93 -1.16
H -4.71 1.66 1.30
H -4.40 3.23 2.05
H -3.86 1.56 3.71
H -2.36 2.28 3.17
H -4.52 -0.84 3.32
H -3.43 -2.07 2.72
H -5.27 -0.26 1.06
H -5.32 -2.01 1.24
O 2.06 -0.25 1.49
C 2.28 0.93 0.71
C 0.82 1.40 0.38
O 0.04 1.58 1.35
O 0.43 1.51 -0.81
C 2.97 2.00 1.56
C 3.99 2.82 1.09
C 4.57 3.76 1.92
C 4.15 3.90 3.23
C 3.14 3.09 3.72
C 2.54 2.15 2.89
C 3.10 0.57 -0.53
C 3.13 1.40 -1.66
C 3.95 1.11 -2.73
C 4.77 -0.02 -2.70
C 4.74 -0.85 -1.59
C 3.91 -0.56 -0.52
H 2.71 -0.26 2.21
H 4.35 2.72 0.08
H 5.37 4.39 1.54
H 4.62 4.64 3.88
H 2.80 3.19 4.74
H 1.73 1.54 3.26
H 2.51 2.29 -1.69
H 3.96 1.76 -3.59
H 5.42 -0.24 -3.54
H 5.38 -1.72 -1.55
H 3.89 -1.22 0.34
C -0.29 -2.63 1.52
N 0.21 -3.23 0.30
C -0.08 -4.64 0.16
C 0.41 -2.44 -0.80
N -0.18 -1.28 -0.93
N 1.26 -2.94 -1.74
C 2.37 -3.82 -1.37
C 1.43 -2.25 -3.00
H 0.03 -3.25 2.36
H -1.39 -2.58 1.54
H 0.13 -1.64 1.64
H -1.15 -4.83 0.30
H 0.46 -5.22 0.91
H 0.19 -5.00 -0.83
H 0.31 -0.72 -1.62
H 2.35 -4.01 -0.30
H 3.31 -3.34 -1.62
H 2.31 -4.77 -1.90
H 2.08 -1.37 -2.92
H 0.46 -1.95 -3.40
H 1.88 -2.94 -3.71
*
```

The molar mass comes out at 630.77 g/mol. For the lowest unoccupied orbital energy (spin up / spin down), the calculation gives -1.9 / -2.0 eV. As for the total energy: -105715.149 eV. The energy above the lowest of the compared OMol25 structures with the same formula, charge and spin is 43.5 kJ/mol. The value obtained for the largest force on an atom is 1.0 eV Å⁻¹.


(6)
A structure of composition C27H40N3O3S4Ti, computed with wB97M-V/def2-TZVPD.

Geometry as ORCA input:
```
! RIJCOSX wB97M-V def2-TZVPD def2/J DEFGRID3
* xyz 1 3
Ti 0.96 -0.42 0.03
C 2.12 -0.88 3.46
C 2.82 0.45 3.75
S 2.97 1.56 2.34
C 4.54 1.04 1.61
C 4.55 -0.28 0.85
S 3.53 -0.23 -0.64
C 3.83 -1.93 -1.24
C 2.68 -2.92 -1.06
S 1.76 -2.74 0.49
C -1.40 -3.51 2.10
C -0.92 -3.09 3.26
S 0.56 -0.53 2.62
H 1.90 -1.39 4.40
H 2.71 -1.54 2.82
H 3.81 0.26 4.18
H 2.25 1.00 4.51
H 5.28 1.01 2.41
H 4.83 1.86 0.95
H 4.22 -1.11 1.48
H 5.58 -0.48 0.54
H 4.71 -2.27 -0.70
H 4.10 -1.85 -2.29
H 3.10 -3.92 -1.09
H 1.99 -2.84 -1.90
H -0.82 -4.15 1.44
H -2.41 -3.26 1.78
H 0.07 -3.40 3.60
H -1.51 -2.47 3.93
O -1.01 -1.15 -0.19
C -1.49 -1.17 -1.60
C -0.24 -1.02 -2.51
O -0.36 -1.15 -3.70
O 0.88 -0.73 -1.89
C -2.41 0.03 -1.71
C -3.54 0.08 -0.90
C -4.36 1.19 -0.90
C -4.06 2.28 -1.71
C -2.94 2.24 -2.52
C -2.11 1.12 -2.52
C -2.13 -2.52 -1.86
C -1.46 -3.67 -1.45
C -2.01 -4.92 -1.69
C -3.22 -5.03 -2.36
C -3.87 -3.89 -2.80
C -3.33 -2.63 -2.55
H -1.15 -2.02 0.22
H -3.78 -0.77 -0.27
H -5.25 1.21 -0.27
H -4.70 3.15 -1.71
H -2.70 3.08 -3.16
H -1.26 1.09 -3.19
H -0.50 -3.60 -0.95
H -1.49 -5.81 -1.37
H -3.65 -6.01 -2.55
H -4.81 -3.97 -3.34
H -3.84 -1.75 -2.91
C -1.61 2.02 1.48
N -0.55 2.98 1.24
C -0.43 4.04 2.24
C 0.33 2.83 0.23
N 0.62 1.63 -0.24
N 0.92 3.95 -0.27
C 0.18 5.19 -0.45
C 2.12 3.83 -1.08
H -2.55 2.55 1.62
H -1.41 1.42 2.38
H -1.71 1.36 0.62
H -0.48 3.59 3.23
H -1.23 4.77 2.15
H 0.53 4.54 2.14
H 1.02 1.70 -1.18
H 0.18 5.45 -1.51
H 0.63 6.01 0.11
H -0.85 5.07 -0.14
H 1.89 3.61 -2.13
H 2.76 3.04 -0.69
H 2.67 4.77 -1.04
*
```

The molar mass comes out at 630.77 g/mol. For the lowest unoccupied orbital energy (spin up / spin down), the calculation gives -2.5 / -5.4 eV. As for the total energy: -105713.989 eV. The energy above the lowest of the compared OMol25 structures with the same formula, charge and spin is 155.4 kJ/mol. The value obtained for the largest force on an atom is 0.6 eV Å⁻¹.


Question: Number 4 is which compound?
Answer: C27H39F2OSi


Question: Which of these has the lowest largest force on an atom?
Answer: C27H39AsCl3CoN2O2P2